(1)
C4H8 | ωB97M-V/def2-TZVPD

Max |F| in eV/Å: 3.5
SMILES: C1CCC1
HOMO level in Eh: -0.3806

Last column: Mulliken charge in e.
Geometry (Å):
C (-0.9377, 0.6436, -0.0097)  -0.492
C (0.8448, -0.6200, 0.0843)  -0.468
C (-0.5259, -0.7442, -0.5299)  -0.393
C (0.6117, 0.7855, 0.4040)  -0.500
H (-1.6066, 0.6092, 0.9397)  0.222
H (1.2075, 1.4465, -0.1750)  0.259
H (1.6806, -0.8285, -0.5819)  0.231
H (-0.6345, -0.7564, -1.6713)  0.219
H (0.9522, -1.2910, 0.9356)  0.219
H (-1.2425, 1.3350, -0.7952)  0.260
H (0.7848, 1.0516, 1.4899)  0.222
H (-1.1344, -1.6314, -0.0906)  0.220

Forces on atoms 1 to 3 (eV/Å):
0.9 0.1 1.9
1.0 -2.4 -0.7
-2.6 -2.0 -1.1

---

(2)
C4H8 | ωB97M-V/def2-TZVPD

Max |F| in eV/Å: 3.4
SMILES: C=C.C=C
HOMO level in Eh: -0.3710

Last column: Mulliken charge in e.
Geometry (Å):
C (-0.3566, -1.1329, 1.9251)  -0.446
C (-1.3352, -1.5309, 1.1192)  -0.469
C (1.3772, 1.2625, -1.1547)  -0.563
C (0.3034, 1.3490, -1.9079)  -0.349
H (-0.4953, -0.3452, 2.6615)  0.225
H (1.8861, 2.1962, -1.0710)  0.190
H (1.6794, 0.5351, -0.5000)  0.299
H (-2.3216, -1.1255, 1.1704)  0.240
H (-1.1369, -2.2863, 0.3623)  0.222
H (-0.3879, 0.5295, -1.8230)  0.255
H (0.2048, 2.3765, -2.5418)  0.168
H (0.6385, -1.5664, 1.8513)  0.228

Forces on atoms 1 to 3 (eV/Å):
-0.1 0.0 -0.2
0.9 -0.2 0.0
-0.4 2.7 -0.8

---

no.,E_tot (Eh)
1,-157.15189
2,-157.11174